{"formula": "C16H39AsF9N3O5Sr", "method": "ωB97M-V with the def2-TZVPD basis set", "symbols": ["Sr", "C", "O", "O", "C", "F", "F", "F", "C", "C", "H", "H", "H", "H", "H", "H", "As", "F", "F", "F", "F", "F", "F", "C", "C", "C", "O", "C", "N", "H", "H", "H", "H", "H", "H", "H", "H", "H", "H", "H", "C", "C", "C", "O", "C", "N", "H", "H", "H", "H", "H", "H", "H", "H", "H", "H", "H", "C", "C", "C", "O", "C", "N", "H", "H", "H", "H", "H", "H", "H", "H", "H", "H", "H"], "coordinates": [[0.5811, -0.1145, 0.2973], [-0.9602, -1.1594, -2.8496], [-2.0813, -0.3546, -2.4298], [-0.1461, -1.3522, -1.8010], [-1.4842, -2.4878, -3.4526], [-2.0218, -2.2452, -4.6901], [-0.4966, -3.3948, -3.6007], [-2.4674, -3.0522, -2.6955], [-3.0281, -0.0550, -3.4519], [-3.7687, 1.2395, -3.1416], [-3.1317, 2.1138, -3.0705], [-4.5286, 1.4872, -3.8858], [-4.3330, 1.0886, -2.2158], [-3.7329, -0.8876, -3.5185], [-2.6848, 0.0353, -4.4884], [-0.4319, -0.5972, -3.6353], [3.6322, 0.9152, 2.9746], [3.0305, 2.3835, 3.6398], [4.3944, 1.7164, 1.6395], [4.1260, -0.6177, 2.2567], [2.8188, -0.0190, 4.2117], [2.1082, 0.7625, 2.0126], [5.1045, 1.0100, 3.9015], [4.4715, 1.8642, -1.8392], [3.0531, 1.6612, -1.3044], [1.8589, 2.1600, -2.1799], [0.6731, 2.0547, -1.3816], [-0.3712, 2.8699, -1.8095], [2.8676, 0.1949, -0.9768], [4.5191, 2.8335, -2.3461], [4.8447, 1.0961, -2.5171], [5.1761, 1.9052, -1.0075], [2.8861, 2.2362, -0.3893], [1.7716, 1.5564, -3.0858], [2.0479, 3.2115, -2.3980], [-1.2741, 2.6333, -1.2523], [-0.5646, 2.7532, -2.8828], [-0.1798, 3.9491, -1.7096], [2.9108, -0.1913, -1.9261], [3.8115, -0.0319, -0.6597], [-4.1213, 0.5168, 1.3861], [-2.7115, 0.6639, 0.8520], [-1.9346, 1.6603, 1.7290], [-0.5527, 1.7264, 1.2810], [-0.0182, 2.9934, 1.5648], [-1.9720, -0.5850, 0.7686], [-4.1846, 0.3621, 2.4679], [-4.5963, -0.3199, 0.8716], [-4.7451, 1.4049, 1.2475], [-2.7785, 1.0500, -0.1673], [-1.8775, 1.3006, 2.7589], [-2.4237, 2.6328, 1.6820], [1.0433, 3.0138, 1.3296], [-0.1039, 3.1911, 2.6440], [-0.5543, 3.8417, 1.1234], [-2.4022, -1.1584, 0.0391], [-2.0897, -1.2201, 1.5597], [0.2870, -4.8332, 1.0287], [0.3187, -3.3109, 1.1271], [0.5937, -2.8613, 2.5834], [0.1712, -1.5211, 2.7311], [-0.0956, -1.0678, 4.0507], [1.3036, -2.7184, 0.2528], [0.0869, -5.1585, 0.0097], [-0.4701, -5.2621, 1.6893], [1.2462, -5.2045, 1.4038], [-0.7081, -2.9879, 0.9304], [1.6631, -2.9036, 2.8367], [0.0741, -3.4592, 3.3471], [-0.9304, -1.6641, 4.4350], [-0.3619, -0.0185, 3.9553], [0.7729, -1.1655, 4.7007], [2.0954, -3.3551, 0.1623], [0.9758, -2.7536, -0.7231]], "atomic_forces_ev_per_a": [[0.5, -1.2, -0.9], [1.2, 0.2, 1.5], [-0.2, 0.3, -0.8], [-0.4, -0.1, -0.1], [-0.2, 0.2, 0.0], [0.3, -0.7, 0.5], [-0.6, 0.3, 0.0], [0.6, 0.2, -0.5], [-0.9, 0.4, -0.4], [-0.6, -0.5, 0.5], [0.3, 0.0, 0.2], [0.1, -0.3, -0.2], [0.2, 0.3, 0.2], [-0.3, 0.1, 0.1], [1.0, -0.1, 0.3], [-0.3, -0.1, -0.6], [0.6, -1.7, 0.4], [0.0, 0.0, -0.2], [-0.4, 0.3, 0.0], [-0.1, 0.6, 0.1], [0.2, 0.5, -0.2], [0.4, 0.5, 0.1], [-0.7, 0.0, -0.3], [-0.3, 1.1, 0.0], [-1.0, -0.4, 0.1], [1.0, -0.5, 0.9], [0.8, -0.4, 0.2], [-0.6, 0.8, -0.9], [1.0, 1.1, -1.2], [0.2, -0.1, -0.1], [-0.4, -0.1, -0.1], [-0.1, 0.0, 0.1], [0.5, -0.1, 0.2], [-0.2, 0.1, -0.2], [-0.1, 0.1, -0.3], [0.1, -0.2, 0.0], [-0.1, -0.4, 0.1], [0.3, -0.1, 0.4], [-0.5, -0.5, 0.3], [-0.4, -0.4, 0.7], [-0.7, 0.1, 0.2], [0.1, 0.6, 0.8], [0.5, -1.0, -0.6], [-1.8, 1.1, 0.0], [0.5, 0.9, 1.4], [-0.6, -1.2, -0.4], [0.4, -0.4, 0.0], [-0.2, 0.0, 0.1], [0.2, 0.0, -0.4], [0.2, 0.0, 0.0], [-0.4, 0.1, 0.1], [0.2, 0.1, 0.0], [-0.1, -0.1, -0.2], [0.2, -0.2, 0.0], [0.0, -0.4, -0.6], [0.4, 0.4, -0.5], [0.1, 0.7, 0.5], [0.2, 0.0, 0.7], [-0.5, -0.8, 1.5], [0.3, -0.1, 0.4], [-0.1, 0.7, -0.8], [0.1, -0.6, -0.4], [0.2, -0.1, -1.4], [0.2, 0.0, 0.0], [-0.1, 0.1, -0.1], [0.0, -0.2, -0.4], [0.3, 0.5, -0.5], [0.0, -0.2, -0.2], [-0.1, -0.2, -0.4], [0.0, 0.2, 0.3], [0.0, 0.0, 0.2], [0.1, 0.0, 0.0], [0.2, 0.3, 0.7], [-0.5, 0.5, 0.2]], "charge": 0, "e_lumo_ev": 0.186, "homo_lumo_gap_ev": 8.83}

***

{"formula": "C16H40B2MnO8S4", "method": "ωB97M-V with the def2-TZVPD basis set", "symbols": ["Mn", "B", "H", "H", "H", "H", "B", "H", "H", "H", "H", "C", "C", "C", "S", "O", "O", "C", "H", "H", "H", "H", "H", "H", "H", "H", "C", "C", "C", "S", "O", "O", "C", "H", "H", "H", "H", "H", "H", "H", "H", "C", "C", "C", "S", "O", "O", "C", "H", "H", "H", "H", "H", "H", "H", "H", "C", "C", "C", "S", "O", "O", "C", "H", "H", "H", "H", "H", "H", "H", "H"], "coordinates": [[-5.2810, 22.2024, -33.4992], [-6.2706, 20.2503, -33.7026], [-6.8805, 19.2976, -33.9363], [-6.2710, 20.5004, -32.5860], [-5.1736, 20.1858, -33.9962], [-6.7422, 21.1566, -34.1982], [-6.5588, 23.2531, -35.4225], [-6.9724, 23.3005, -34.3327], [-5.4666, 22.8955, -35.3797], [-7.2917, 22.5113, -35.9299], [-6.6092, 24.3074, -35.9150], [-4.1058, 26.8325, -36.0098], [-5.2950, 27.0581, -35.0725], [-4.7966, 26.8170, -33.6596], [-3.6740, 25.4029, -33.7689], [-4.3746, 24.1522, -33.5355], [-2.4274, 25.6819, -33.0866], [-3.4023, 25.5503, -35.5886], [-3.3954, 27.6551, -35.8801], [-4.4931, 26.8612, -37.0269], [-6.0797, 26.3358, -35.3084], [-5.6991, 28.0663, -35.1505], [-5.5718, 26.6385, -32.9140], [-4.2248, 27.6806, -33.3147], [-3.8810, 24.6869, -36.0563], [-2.3391, 25.5214, -35.8131], [-0.3684, 21.5630, -36.6293], [-0.2058, 22.5650, -35.4812], [-0.8049, 21.9186, -34.2313], [-2.2822, 21.0437, -34.8924], [-3.5176, 21.7294, -34.5809], [-2.1045, 19.6733, -34.4703], [-1.8618, 21.3077, -36.6279], [0.2558, 20.6860, -36.4335], [0.0779, 21.9160, -37.5602], [-0.7195, 23.5010, -35.7138], [0.8287, 22.8826, -35.3328], [-1.1432, 22.6414, -33.4902], [-0.2177, 21.1499, -33.7395], [-2.4215, 22.2078, -36.8986], [-2.2674, 20.5656, -37.3151], [-3.5596, 18.6250, -29.7040], [-4.1226, 19.8056, -28.8645], [-3.3145, 20.9934, -29.2898], [-2.9824, 20.7601, -31.0713], [-1.5449, 20.8375, -31.2615], [-3.9072, 21.5625, -31.8641], [-3.5445, 19.0509, -31.1665], [-3.8822, 17.6146, -29.4625], [-2.5206, 18.5724, -29.3432], [-4.0379, 19.5403, -27.8105], [-5.2015, 19.9031, -29.0266], [-2.3525, 20.8686, -28.7866], [-3.6457, 22.0134, -29.1125], [-2.8789, 18.5560, -31.8686], [-4.5634, 19.1003, -31.5560], [-9.6022, 22.4453, -31.3815], [-8.6595, 22.1182, -30.1640], [-7.8559, 23.3395, -29.8007], [-7.3878, 23.9858, -31.4281], [-6.2916, 23.1706, -31.9428], [-7.2834, 25.4340, -31.4343], [-8.9019, 23.4639, -32.2959], [-10.5079, 22.8923, -30.9767], [-9.7611, 21.4966, -31.8830], [-8.0226, 21.2963, -30.5058], [-9.1990, 21.6282, -29.3530], [-6.9282, 23.0993, -29.2830], [-8.3994, 24.1219, -29.2745], [-8.6057, 23.0368, -33.2536], [-9.4819, 24.3609, -32.4966]], "atomic_forces_ev_per_a": [[-0.4, 0.0, -0.6], [-0.7, -1.2, 0.2], [-0.6, -1.0, -0.2], [-0.2, 0.2, 2.4], [1.9, -0.6, -0.7], [-1.2, 1.2, -1.2], [-0.9, 0.3, -0.2], [-0.4, 0.5, 1.3], [1.6, -0.7, -0.5], [-0.5, -0.9, -0.9], [0.1, 1.3, -0.5], [0.1, 0.8, 0.4], [-0.2, -0.5, 0.2], [-0.1, 0.2, 0.5], [0.3, 0.3, -1.4], [0.8, 1.3, 0.5], [-0.5, -0.3, 0.1], [-0.6, -0.5, -0.1], [-0.1, 0.1, -0.2], [0.4, -0.3, -0.1], [0.0, 0.1, 0.0], [0.0, 0.0, -0.1], [0.0, -0.3, -0.1], [0.3, -0.2, 0.0], [-0.1, -0.1, 0.3], [0.1, 0.1, 0.3], [0.7, 0.2, 0.2], [0.8, 0.2, 0.2], [-1.0, 0.6, -0.5], [1.2, -0.4, 0.9], [1.2, 0.0, -0.9], [-0.5, 0.1, -0.5], [-0.6, 0.1, -0.7], [-0.5, -0.3, 0.3], [-0.6, 0.4, -0.2], [-0.3, -0.1, 0.0], [0.1, -0.3, 0.1], [0.0, 0.0, 0.0], [0.2, 0.0, -0.2], [0.2, 0.2, 0.1], [0.2, -0.5, 0.5], [1.6, 0.3, 0.7], [-1.5, -1.4, -0.2], [0.9, 0.2, 0.0], [-0.2, -0.3, 0.2], [-0.8, 0.3, -0.3], [1.1, 0.1, 0.9], [-0.5, 0.4, 0.3], [-0.9, 0.2, -0.3], [0.2, 0.0, -0.3], [0.3, 0.4, 0.1], [0.1, 0.2, -0.3], [0.2, 0.3, -0.4], [-0.4, -0.1, -0.1], [0.0, -0.2, 0.1], [0.1, 0.0, -0.3], [0.7, 0.3, 1.0], [-0.4, -1.0, -0.9], [0.6, -0.1, -0.3], [-0.9, 0.2, -0.9], [-0.6, 0.7, 1.6], [0.3, -0.8, 0.2], [0.2, -0.3, 0.2], [-0.3, -0.2, -0.3], [-0.5, 0.2, -0.2], [0.5, 0.4, -0.1], [-0.2, 0.6, 0.2], [0.0, 0.1, 0.1], [-0.1, 0.0, -0.1], [0.2, 0.0, 0.1], [0.0, 0.1, 0.2]], "charge": 0, "spin_multiplicity": 6, "e_lumo_ev": [0.301, 0.300], "homo_lumo_gap_ev": [8.07, 8.72]}

***

{"formula": "C16H40BaN2O6", "method": "ωB97M-V with the def2-TZVPD basis set", "symbols": ["Ba", "C", "C", "O", "H", "H", "H", "H", "H", "C", "C", "O", "H", "H", "H", "H", "H", "C", "O", "C", "C", "N", "C", "C", "O", "C", "H", "H", "H", "H", "H", "H", "H", "H", "H", "H", "H", "H", "H", "H", "H", "C", "O", "C", "C", "N", "C", "C", "O", "C", "H", "H", "H", "H", "H", "H", "H", "H", "H", "H", "H", "H", "H", "H", "H"], "coordinates": [[-0.6042, 0.0406, -0.1708], [3.5114, -0.8204, 2.2373], [2.1208, -0.6315, 2.8335], [1.1775, -0.0789, 1.9896], [4.0527, -1.6748, 2.6461], [4.1424, 0.0663, 2.3380], [3.3699, -0.9890, 1.1625], [2.1759, 0.0228, 3.7235], [1.8055, -1.6246, 3.2202], [0.2399, -2.0462, -4.2365], [-1.1635, -1.9290, -3.5933], [-1.3936, -0.8354, -2.7830], [0.9200, -2.5132, -3.5218], [0.6136, -1.0543, -4.4964], [0.2022, -2.6540, -5.1426], [-1.2943, -2.8466, -2.9820], [-1.9193, -1.9613, -4.3970], [2.6185, -0.5664, -2.3420], [1.4881, 0.2403, -2.0270], [1.4404, 1.3680, -2.8971], [0.4601, 2.4297, -2.4377], [0.2408, 2.5987, -1.0126], [1.3421, 3.2783, -0.2934], [0.8148, 4.0746, 0.8822], [-0.3234, 4.7897, 0.4608], [-0.8759, 5.6220, 1.4303], [3.5448, -0.0444, -2.0687], [2.7055, -0.7257, -3.4209], [2.4596, -1.5058, -1.8208], [1.2258, 1.0719, -3.9268], [2.4604, 1.7814, -2.9089], [-0.5609, 2.2361, -2.7992], [0.6575, 3.3620, -2.9895], [-0.6045, 3.1003, -0.7707], [1.9206, 3.8969, -0.9974], [2.1024, 2.5368, -0.0242], [1.5956, 4.7683, 1.2102], [0.5793, 3.4083, 1.7194], [-0.1739, 6.4232, 1.7208], [-1.1805, 5.1003, 2.3417], [-1.7044, 6.2171, 1.0441], [-0.2006, -5.1743, -0.7252], [-1.0131, -4.4573, 0.1962], [-0.2632, -3.4646, 0.8617], [-1.2666, -2.6740, 1.7107], [-2.1983, -1.9058, 0.8675], [-3.3401, -1.3128, 1.5885], [-2.8922, -0.2817, 2.6187], [-2.3001, 0.7947, 1.8952], [-2.2165, 2.0162, 2.6024], [0.7424, -5.4730, -0.2623], [0.0138, -4.5925, -1.6290], [-0.7531, -6.0498, -1.0646], [0.3110, -2.8066, 0.1890], [0.5043, -3.8407, 1.5495], [-0.6518, -2.0349, 2.3530], [-1.8160, -3.4124, 2.3049], [-2.6167, -2.6042, 0.2550], [-3.9924, -2.0774, 2.0336], [-3.9859, -0.8774, 0.8210], [-2.0856, -0.6628, 3.2538], [-3.7507, -0.1118, 3.2753], [-2.0844, 2.8412, 1.9015], [-1.2979, 2.0114, 3.2109], [-3.0358, 2.2185, 3.2927]], "atomic_forces_ev_per_a": [[1.1, -0.4, -0.6], [0.1, 0.2, -0.6], [-0.7, 0.3, 0.5], [-0.7, -0.2, -1.3], [0.0, 0.0, 0.1], [-0.1, 0.0, 0.0], [0.1, -0.1, 0.1], [0.3, -0.2, 0.2], [-0.1, 0.0, 0.0], [-0.5, 0.2, 0.3], [-0.4, 0.2, 0.6], [0.8, 0.4, 1.0], [0.2, 0.1, -0.1], [0.0, 0.0, 0.0], [0.1, -0.1, 0.0], [-0.1, -0.3, -0.4], [0.0, -0.2, -0.1], [-0.1, 0.4, -0.1], [0.1, 0.4, -0.4], [0.8, 0.1, 0.6], [-2.2, 0.3, -0.7], [1.3, 0.2, 1.0], [0.4, -0.5, -1.0], [0.6, -0.2, 0.1], [-0.4, -0.2, -0.5], [0.3, 1.3, 0.6], [-0.1, -0.2, 0.4], [-0.3, -0.3, 0.0], [0.4, 0.0, 0.0], [-0.3, -0.1, 0.1], [-0.1, 0.2, 0.0], [0.3, -0.7, -0.3], [0.6, 0.1, 0.4], [-0.1, 0.3, -0.7], [-0.5, 0.5, 0.0], [-0.3, -0.1, 0.7], [0.0, 0.0, 0.1], [-0.1, 0.0, 0.1], [0.2, -0.4, 0.1], [0.0, -0.2, 0.0], [-0.2, -0.6, -0.3], [-0.3, -0.1, -0.3], [0.9, 0.0, -0.3], [-0.7, 0.7, 0.6], [0.6, -0.3, -0.1], [-0.5, -0.8, 0.3], [0.2, -0.3, -0.1], [0.5, -1.1, -0.4], [-1.5, 0.6, 0.0], [1.4, 0.3, 0.7], [0.0, -0.1, 0.0], [0.0, 0.2, 0.2], [0.0, 0.0, 0.2], [-0.3, -0.1, -0.3], [-0.1, -0.5, -0.1], [-0.3, 0.2, 0.0], [0.1, 0.1, 0.3], [0.3, 0.2, -0.4], [0.3, 0.0, 0.4], [0.1, 0.5, 0.1], [-0.2, -0.3, 0.1], [0.0, 1.0, -0.2], [-0.3, -0.1, -0.2], [-0.1, -0.1, 0.0], [-0.4, -0.2, -0.3]], "charge": 0, "e_lumo_ev": 0.203, "homo_lumo_gap_ev": 6.86}

***

What did we get for energy relative to the best compared isomer or geometry (same formula, charge and spin)? Answer: 6.9, 34.2, 16.9 kcal/mol, in the order shown.
What did we get for maximum force? Answer: 0.0405, 0.0471, 0.0457 hartree/bohr, in the order shown.